DFT (ωB97M-V/def2-TZVPD) results for a 2-piece molecular cluster, C4H8O3 overall.

```
15
Properties=species:S:1:pos:R:3:forces:R:3:nbo_charge:R:1
C -2.607 -0.012 -0.563 -0.19 -0.02 -0.20 -0.264
O -1.788 0.069 0.603 0.13 0.01 0.04 -0.507
C -0.469 -0.070 0.388 0.19 -0.10 -0.19 0.804
O -0.002 -0.247 -0.716 -0.19 0.09 0.42 -0.613
C 0.320 -0.005 1.667 0.06 0.05 0.00 -0.737
C 2.637 0.505 -0.713 0.09 -0.06 -0.39 0.080
O 3.172 -0.440 -1.452 -0.02 0.07 0.32 -0.643
H -2.498 -0.990 -1.041 -0.01 0.13 0.06 0.193
H -3.630 0.131 -0.216 0.15 -0.02 -0.06 0.195
H -2.333 0.764 -1.282 -0.03 -0.11 0.11 0.194
H -0.145 0.683 2.376 0.06 -0.10 -0.11 0.232
H 0.338 -1.001 2.123 -0.03 0.12 -0.09 0.237
H 2.146 1.152 -1.475 0.03 -0.07 0.14 0.076
H 1.342 0.296 1.422 -0.18 -0.06 0.09 0.265
H 3.630 -1.059 -0.861 -0.06 0.06 -0.13 0.488
```
Positions in Å, forces in eV/Å.

Output
charge: 0
relative energy (zero: lowest compared OMol25 entry of this formula, charge and spin): 357.5 kJ/mol
max |F|: 0.47 eV/A
spin multiplicity: 1
frontier orbital gap: 9.5 eV
HOMO: -8.541 eV

=====

DFT (ωB97M-V/def2-TZVPD) results for C2H5N4P in the gas phase.

```
12
Properties=species:S:1:pos:R:3:forces:R:3:nbo_charge:R:1
C 2.924 1.294 2.161 -0.63 2.66 0.65 -0.493
C -0.629 -0.821 -0.362 0.25 1.37 1.66 -0.450
N 2.394 0.191 1.626 2.48 0.80 0.86 -0.217
N 1.299 0.138 0.984 -3.04 -3.05 -2.31 -0.160
N 0.578 1.037 0.433 1.78 2.97 2.34 -0.040
N -0.525 0.579 -0.086 1.23 0.67 -0.72 -0.331
P 4.416 1.531 2.986 -0.62 -0.52 -0.50 0.438
H 2.329 2.291 2.195 0.55 -1.48 -0.36 0.200
H 0.076 -1.249 -0.996 1.70 0.04 -1.33 0.215
H -0.427 -1.220 0.584 -0.66 -1.80 1.22 0.232
H -1.531 -0.883 -0.812 -3.23 -1.15 -0.87 0.201
H -1.258 1.279 -0.072 0.18 -0.52 -0.65 0.405
```
Positions in Å, forces in eV/Å.

Output
charge: 0
relative energy (zero: lowest compared OMol25 entry of this formula, charge and spin): 425.2 kJ/mol
max |F|: 4.89 eV/A
spin multiplicity: 1
frontier orbital gap (alpha / beta): 7.0 / 6.1 eV
HOMO (alpha / beta): -7.905 / -7.900 eV

=====

DFT (ωB97M-V/def2-TZVPD) results for C5H11N2P in the gas phase.

```
19
Properties=species:S:1:pos:R:3:forces:R:3:nbo_charge:R:1
C -1.563 0.818 0.545 1.06 1.76 2.19 -0.691
C -0.524 0.193 -0.291 2.18 -0.75 0.58 -0.006
C -0.367 -1.272 -0.055 1.46 -0.43 0.14 0.237
C -1.512 -2.232 -0.311 0.58 2.28 0.16 -0.645
N 0.771 -1.755 0.280 -0.61 0.21 -0.96 -0.705
P 2.118 -0.740 0.004 0.70 0.12 1.28 0.904
N 1.509 0.845 0.324 -3.07 -3.15 0.39 -0.773
C 1.924 1.966 -0.390 -1.03 3.53 1.69 -0.436
H -2.139 0.092 1.155 0.65 0.37 -0.21 0.228
H -2.289 1.427 0.032 -0.04 0.34 -0.39 0.229
H -0.934 1.522 1.270 -1.60 -1.31 -1.19 0.269
H -0.430 0.402 -1.339 -0.05 0.67 -0.49 0.213
H -2.319 -1.930 0.316 -1.00 -0.17 0.41 0.213
H -1.128 -3.169 -0.065 0.23 -1.65 0.24 0.244
H -1.806 -2.139 -1.344 -0.20 -0.18 -0.41 0.221
H 2.690 -1.090 1.310 -0.12 0.39 -0.73 -0.076
H 2.166 1.833 -1.435 -0.15 0.16 -0.56 0.174
H 1.013 2.739 -0.138 2.25 -1.23 -1.34 0.190
H 2.820 2.489 0.132 -1.23 -0.94 -0.77 0.207
```
Positions in Å, forces in eV/Å.

Output
charge: 0
relative energy (zero: lowest compared OMol25 entry of this formula, charge and spin): 315.5 kJ/mol
max |F|: 4.42 eV/A
spin multiplicity: 1
frontier orbital gap: 7.8 eV
HOMO: -7.838 eV
SMILES string: C/C=C(\C)N=[PH]=NC

=====

DFT (ωB97M-V/def2-TZVPD) results for CH8BN3 in the gas phase.

```
13
Properties=species:S:1:pos:R:3:forces:R:3:nbo_charge:R:1
C 1.507 0.962 0.135 -0.91 0.04 0.68 -0.422
N 0.891 -0.278 0.695 -3.76 0.43 -3.18 -0.844
B -0.931 -0.343 0.237 3.57 1.14 0.56 1.002
N -0.926 -1.134 -0.853 2.30 -2.98 -3.12 -1.114
N -1.973 0.408 0.791 0.14 3.04 1.97 -1.122
H 1.799 0.889 -0.890 0.20 -0.92 -0.83 0.185
H 0.852 1.842 0.069 -0.07 0.06 0.62 0.158
H 2.417 1.230 0.654 0.16 0.08 0.42 0.189
H 0.709 -0.211 1.643 0.54 0.58 2.62 0.337
H -1.597 -1.394 -1.584 0.32 0.39 0.93 0.399
H 0.078 -1.510 -1.034 -2.69 0.75 0.30 0.430
H -2.901 0.647 0.420 0.91 -0.74 -0.04 0.406
H -1.640 1.258 1.351 -0.72 -1.88 -0.93 0.398
```
Positions in Å, forces in eV/Å.

Output
charge: 0
relative energy (zero: lowest compared OMol25 entry of this formula, charge and spin): 156.0 kJ/mol
max |F|: 4.95 eV/A
spin multiplicity: 1
frontier orbital gap: 9.2 eV
HOMO: -8.676 eV
SMILES string: CNB(N)N